Record 1
95
Properties=species:S:1:pos:R:3:forces:R:3 method="wB97M-V/def2-TZVPD" smiles="C[C@@H](Br)C[PH2](N)Br.CCOP(=O)(OCC)OCC.CCOP(=O)(OCC)OCC.CCOP(=O)(OCC)OCC" lumo_ev=0.13 e_tot_ha=-8304.50299 molar_mass_g_mol=797.370 gap_ev=9.66
Br 0.818799 -5.818603 1.604945 -0.08 -0.27 -0.04
Br 3.615585 -4.674432 5.172525 0.05 -0.17 0.06
P 3.048364 2.087003 -0.717658 5.19 -0.88 2.96
P -1.432769 5.704852 0.448109 0.98 -0.77 2.19
P 1.439555 -3.838837 2.939908 0.13 1.52 0.51
P -3.703419 -6.000780 -2.730659 -0.65 0.57 -2.29
O -0.384855 6.485523 -0.210251 -0.51 0.21 -0.98
O -4.724331 -5.437340 -1.845192 0.34 -0.38 0.95
O -2.968322 -7.378715 -2.550003 0.07 -0.04 0.81
O -2.458693 4.738406 -0.259030 -0.13 0.35 -0.72
O 3.833635 1.287541 0.503828 -0.73 -0.45 -0.39
O -2.312193 6.558107 1.464905 -0.45 0.23 -0.46
O 2.834953 3.401135 -0.072428 -2.39 -0.09 -1.44
O 2.384931 0.800831 -1.350748 -1.41 1.12 -0.54
O -4.303112 -6.318894 -4.170921 0.07 -0.22 0.10
O 4.243635 2.200737 -1.752796 -0.73 -0.03 -0.78
O -2.554956 -4.964534 -3.109303 0.33 -0.08 0.51
O -0.823796 4.610319 1.423602 -0.12 -0.20 -0.14
N 1.705197 -2.321458 3.850243 -0.59 -0.54 0.00
C 5.878398 3.945598 -1.330389 0.09 -0.16 0.07
C -3.081291 5.911723 -2.323421 0.12 0.02 0.01
C 4.724777 3.480778 -2.191562 0.18 0.27 -0.08
C -2.526547 -7.529665 -0.136227 -0.13 0.02 0.01
C -1.962292 -7.591741 -1.538983 0.16 -0.15 0.16
C 3.639277 1.585524 1.880099 0.22 0.23 0.19
C 3.161794 -3.898393 2.342989 -0.04 -0.82 0.11
C 0.101399 0.753617 -0.455301 0.08 0.16 -0.07
C 0.594066 4.476765 1.604522 0.25 0.04 0.23
C -2.263932 -3.828024 -2.284866 0.05 0.40 0.07
C -5.816006 -4.661321 -5.100383 0.15 0.02 -0.09
C 1.064937 5.276673 2.800948 -0.17 0.01 0.11
C -3.549717 5.225977 -1.056911 -0.19 -0.03 -0.17
C -2.407026 7.986137 1.369790 0.08 0.36 0.16
C 1.398936 0.006157 -0.678955 -0.33 -0.31 0.05
C -5.668567 -6.036179 -4.482729 -0.30 0.06 -0.12
C 4.263369 -4.255501 3.375421 0.16 0.53 -0.42
C -1.189232 -4.128137 -1.263665 0.03 -0.12 -0.06
C 5.350842 -3.179026 3.464591 0.24 -0.26 0.09
C -3.577330 8.438211 0.523915 -0.07 -0.16 -0.02
C 2.531164 0.771095 2.515300 -0.04 -0.04 -0.16
H 0.784321 3.416875 1.781347 -0.12 -0.02 -0.07
H -2.382883 6.721451 -2.104320 -0.04 0.01 0.01
H -0.595552 0.140573 0.116983 0.01 -0.01 0.01
H 1.233746 -0.850640 -1.331177 0.07 0.05 -0.08
H 5.048661 3.341067 -3.222839 -0.02 -0.08 0.01
H 6.743788 3.295954 -1.467064 0.00 0.00 0.00
H 3.919608 4.214611 -2.197113 -0.07 -0.07 0.14
H -3.172486 -3.469060 -1.798832 -0.08 -0.17 -0.03
H -4.141141 4.345764 -1.303133 0.05 -0.06 0.06
H -1.499421 -4.917827 -0.580350 -0.01 0.05 0.08
H 3.339674 -2.900283 1.949504 -0.09 0.05 -0.01
H -3.621853 9.527628 0.505110 0.02 0.00 0.01
H -0.265212 -4.446778 -1.748064 0.00 0.00 0.00
H 1.598354 -2.490463 4.845657 0.27 0.13 0.05
H -3.244088 -8.334984 0.022205 0.00 0.00 -0.01
H -2.567102 5.204235 -2.973668 0.00 0.00 0.00
H 4.588927 1.358040 2.369387 -0.01 -0.03 -0.02
H -0.364744 1.008945 -1.406987 0.00 0.00 0.00
H 2.726650 -0.297881 2.429103 0.04 0.00 0.05
H 1.817058 -0.375860 0.251690 0.12 0.15 0.03
H 0.267558 1.686430 0.091602 -0.02 -0.05 0.05
H 0.951888 -1.688810 3.598753 0.12 0.18 0.08
H -4.184580 5.874035 -0.450003 0.12 0.06 0.07
H -4.518726 8.062839 0.927812 0.01 0.01 0.01
H 0.656077 4.864520 3.725357 0.00 0.01 0.00
H -1.472544 8.399794 0.988438 0.04 -0.15 -0.07
H 4.723923 -5.176688 3.035505 -0.16 -0.13 0.17
H -1.561200 -8.583119 -1.740515 -0.06 -0.01 -0.09
H 3.450624 2.651219 2.021735 -0.01 0.02 -0.13
H 0.505783 -3.196777 2.133734 0.06 -0.25 -0.29
H 6.165398 4.962887 -1.598233 -0.02 0.00 -0.01
H -5.980084 -6.805856 -5.189733 0.06 -0.02 0.00
H 2.153661 5.255149 2.865828 0.00 0.01 -0.04
H -0.973972 -3.237555 -0.669478 -0.03 0.02 -0.01
H 0.952258 -4.535952 4.033491 0.05 -0.40 -0.21
H -5.330399 -4.625216 -6.076451 0.01 0.00 0.01
H -3.481789 8.086128 -0.503912 0.04 0.06 -0.02
H -6.869754 -4.412191 -5.230980 -0.01 -0.01 0.02
H -2.529489 8.342921 2.392454 0.00 -0.09 0.03
H -3.933469 6.324476 -2.864469 -0.03 -0.02 0.01
H -1.144517 -6.884183 -1.683546 -0.09 0.11 -0.04
H 3.214258 -4.642624 1.554085 -0.01 0.19 -0.15
H 1.128868 4.749878 0.701912 -0.11 0.12 -0.04
H 5.259235 -2.574787 4.363016 -0.14 0.15 -0.09
H 1.568242 0.981373 2.041618 -0.01 0.07 0.06
H 6.329619 -3.658178 3.493110 0.02 0.03 0.11
H 5.337668 -2.535271 2.586506 -0.05 0.04 0.01
H 0.733968 6.313525 2.728971 0.10 0.03 -0.09
H 5.605852 3.920960 -0.275765 -0.08 0.10 -0.01
H -5.350461 -3.903725 -4.469147 -0.09 -0.01 0.08
H -1.928290 -3.043201 -2.963854 0.00 -0.08 -0.09
H 2.445915 1.012034 3.576179 0.02 0.00 0.00
H -3.046860 -6.587038 0.044200 0.05 0.01 0.01
H -6.292153 -6.133996 -3.594339 0.12 0.05 0.09
H -1.724037 -7.625500 0.595420 0.04 0.01 -0.03

***

Record 2
15
Properties=species:S:1:pos:R:3:forces:R:3 method="wB97M-V/def2-TZVPD" smiles=O.O.O.O.O lumo_ev=0.07 e_tot_ha=-382.15031 molar_mass_g_mol=90.075 gap_ev=11.18
O 0.975562 1.944783 3.004527 1.37 0.17 -2.15
O 0.896588 -3.988577 0.287588 1.50 0.65 -0.99
O 2.990244 2.902304 0.550336 -1.96 -1.35 -0.86
O -0.999488 -0.029694 -0.008463 -2.71 -0.13 -0.95
O -3.995721 -0.897386 -2.801083 -0.79 2.33 -2.82
H -3.484387 -1.215947 -2.094212 1.42 -0.20 1.19
H -2.005237 -0.133960 -0.155011 2.28 0.16 0.84
H 1.601195 -3.741122 -0.384551 -1.50 -0.60 1.22
H 1.547716 1.952523 2.165756 -1.06 -0.33 1.87
H 0.265124 -4.546699 -0.168546 0.00 -0.08 -0.23
H 0.859134 2.893398 3.092311 -0.23 0.23 0.39
H -0.771891 0.298006 -0.887141 0.43 0.03 0.07
H 3.571755 2.126968 0.530120 0.02 0.29 0.06
H 2.136720 2.528652 0.144025 1.85 0.99 0.74
H -3.587314 -0.093249 -3.275656 -0.63 -2.16 1.62

***

Record 3
44
Properties=species:S:1:pos:R:3:forces:R:3 method="wB97M-V/def2-TZVPD" lumo_ev="2.72 / 1.72" multiplicity=2 total_charge=-1 e_tot_ha=-3407.44870 molar_mass_g_mol=432.057 gap_ev="7.39 / 6.35"
Cu 0.587929 -0.596334 0.266488 0.07 0.32 -0.12
S 2.631556 -0.113843 -0.639981 -0.03 -0.23 0.01
S -0.619583 -0.325555 2.226600 0.02 0.06 0.13
N 0.642824 -2.568797 0.244010 -0.03 0.06 0.03
N -1.659869 -0.744254 -0.556426 -0.09 0.01 -0.14
N -0.177013 -4.876803 0.181114 -0.16 0.03 0.00
N -2.150217 -5.519428 -1.178455 -0.07 0.00 -0.04
N 0.130199 1.615067 -0.729425 0.00 -0.39 0.13
C 0.941581 3.005857 -2.584755 0.00 -0.02 0.03
C -1.217639 1.583707 -1.299825 -0.11 0.14 -0.05
C -4.078478 -3.068930 1.090892 0.00 -0.03 -0.04
C -1.988533 -1.331676 1.785006 0.09 0.02 -0.10
C -2.370186 -1.496283 0.440323 0.02 -0.05 0.04
C -1.644188 -1.347750 -1.883214 0.01 0.02 -0.02
C 0.227060 2.514095 0.424885 -0.03 0.07 0.02
C -2.147779 0.637519 -0.567581 0.02 -0.06 0.03
C 3.092654 2.627703 -3.553627 0.02 0.00 -0.01
C -3.736480 -2.883747 2.418612 0.00 -0.02 0.05
C -3.396923 -2.366951 0.105693 -0.01 -0.04 0.05
C 2.328195 1.210801 -1.736552 -0.09 -0.06 0.12
C -2.699393 -2.028282 2.757448 -0.04 -0.03 0.06
C 0.202129 -3.645765 0.202651 0.21 0.13 -0.01
C 3.294981 1.575782 -2.679382 0.04 0.03 -0.05
C 1.908442 3.352219 -3.515477 -0.02 0.02 -0.01
C -1.238344 -5.173678 -0.550526 0.07 -0.10 0.01
C 1.138423 1.944993 -1.707857 0.05 0.11 -0.03
H 0.046784 3.555987 0.125331 0.00 0.00 -0.01
H -1.680640 2.582761 -1.281862 0.04 -0.01 -0.01
H -0.888476 -0.856086 -2.496160 0.01 -0.01 -0.01
H -4.250840 -3.433924 3.197259 -0.01 0.00 0.00
H -1.373362 -2.398051 -1.797570 -0.02 0.00 -0.01
H 3.862904 2.877721 -4.273219 -0.01 0.01 -0.01
H -2.254878 0.949245 0.471624 0.00 0.02 -0.01
H -3.654668 -2.534783 -0.930356 0.01 0.00 -0.02
H -2.400745 -1.919131 3.792537 0.02 0.01 -0.01
H 4.213453 1.004540 -2.719715 0.00 -0.02 0.01
H -2.612426 -1.271102 -2.398727 0.01 0.00 0.00
H -3.141150 0.686942 -1.041370 0.01 0.01 0.01
H -1.134509 1.299488 -2.349059 0.01 -0.04 0.03
H -0.490483 2.211679 1.185343 0.00 0.01 -0.01
H 0.013556 3.563656 -2.535785 0.01 0.03 -0.02
H 1.226337 2.432751 0.852058 0.01 0.00 -0.01
H -4.845320 -3.778455 0.810716 -0.02 0.01 -0.01
H 1.738737 4.173123 -4.200206 0.00 0.01 0.00

***

Record 4
35
Properties=species:S:1:pos:R:3:forces:R:3 method="wB97M-V/def2-TZVPD" lumo_ev=-17.75 total_charge=+4 e_tot_ha=-2316.26181 molar_mass_g_mol=618.979 gap_ev=5.60
Bi 1.381054 0.346635 -1.670454 -0.15 -2.22 -2.11
Y 0.293134 0.171674 -4.472894 -2.60 0.14 0.52
Cl -0.426673 -1.700274 -2.792426 0.56 1.22 -0.39
Cl -0.230829 2.450896 -3.312080 0.97 -1.67 0.49
P 0.063214 -0.394334 0.246743 0.57 2.99 4.87
O 1.428111 -2.561803 -6.448594 -1.55 4.82 3.30
O 2.804769 3.096520 -0.512789 -2.99 -4.69 -2.32
O 1.572869 2.083911 -7.197558 -1.77 -3.37 4.58
O 0.822635 0.545112 1.351062 -0.54 -2.03 -2.46
O -1.370757 0.643745 -0.148307 3.10 -3.81 -0.08
O 0.800172 -1.887687 0.704191 -2.01 4.57 -2.41
C -1.221487 2.122474 0.209235 1.04 -0.39 0.13
C 0.745766 -3.916560 1.825908 0.42 0.08 -0.02
C 1.220085 1.429592 -6.308122 2.42 4.27 -5.93
C 2.227293 2.188069 -0.942745 4.24 7.90 3.80
C -2.548508 2.481397 0.748000 -0.36 -0.27 -0.29
C -0.102700 -2.899491 1.177492 -1.46 -0.91 -0.17
C 1.124704 -1.637651 -5.816292 2.16 -6.17 -4.32
C 0.724184 0.146598 2.819350 0.89 0.44 -0.03
C -0.567514 0.685821 3.247662 -0.49 0.27 0.57
H -0.613423 1.762006 3.130860 -0.03 0.18 0.07
H -0.606979 -3.224874 0.266504 -0.26 -0.58 0.39
H 0.076695 -4.690113 2.136621 -0.29 -0.80 0.37
H -3.310368 2.398164 -0.020093 -0.18 0.06 0.03
H -0.906615 2.650451 -0.711735 -0.48 -0.37 0.26
H -1.422650 0.226486 2.755823 -0.11 -0.19 -0.06
H -2.452419 3.504494 1.045996 -0.21 0.91 0.33
H 1.256301 -3.509505 2.689069 0.09 -0.02 0.26
H 0.832701 -0.927272 2.921510 0.07 -0.09 -0.18
H -0.808773 -2.428161 1.864768 -0.11 -0.17 0.06
H -0.637979 0.470048 4.294970 -0.36 -0.04 0.80
H -0.402571 2.169105 0.926010 -0.41 0.34 0.08
H -2.814285 1.876837 1.609701 -0.01 0.03 0.08
H 1.469551 -4.314228 1.128556 0.18 -0.27 -0.13
H 1.601302 0.641933 3.254055 -0.32 -0.14 -0.09

***

Record 5
14
Properties=species:S:1:pos:R:3:forces:R:3 method="wB97M-V/def2-TZVPD" smiles="C[C@H]1CCC1=O" lumo_ev=0.91 e_tot_ha=-270.52715 molar_mass_g_mol=84.118 gap_ev=10.34
O -0.542081 -0.757433 2.141213 0.16 0.16 -0.32
C 0.602800 0.892741 -0.408588 0.03 0.16 -0.21
C -1.372659 -0.803924 -1.000256 -0.03 0.01 -0.05
C 0.071240 -0.334464 1.200978 -0.12 -0.27 0.31
C 1.155669 0.728864 1.027223 0.07 0.08 0.20
C -0.052107 -0.509945 -0.313098 -0.05 -0.09 -0.07
H -0.184336 1.654116 -0.425161 0.16 -0.05 -0.06
H 1.149299 1.575134 1.716538 -0.05 -0.08 -0.10
H -1.936313 -1.595445 -0.494511 0.17 0.12 -0.02
H 0.698940 -1.267454 -0.576022 -0.05 0.07 0.00
H 1.309588 1.079117 -1.220661 -0.08 -0.07 0.17
H -1.189661 -1.125526 -2.029917 -0.10 0.05 0.09
H -1.999736 0.092876 -1.038070 0.04 -0.13 0.08
H 2.148639 0.265090 1.037677 -0.15 0.04 -0.02

***

Record 6
12
Properties=species:S:1:pos:R:3:forces:R:3 method="wB97M-V/def2-TZVPD" lumo_ev="-1.20 / -1.20" multiplicity=2 e_tot_ha=-531.36740 molar_mass_g_mol=134.925 gap_ev="6.20 / 6.09"
F 1.831459 1.416387 1.011091 -0.51 0.84 -0.37
O -0.796531 1.351337 -0.520412 2.45 1.14 -0.30
O 1.681969 -1.756818 -0.269585 -0.72 -1.11 -0.39
O -2.899564 1.165435 -1.029179 -1.68 1.28 -1.04
O -1.793358 -0.591987 -0.510596 1.15 -4.11 0.98
C 1.990638 -0.564118 -0.160326 -1.60 1.84 0.92
C -1.798271 0.638485 -0.860532 -0.80 0.54 2.93
C 1.094188 0.421460 0.470919 2.00 -1.88 0.09
Li -0.159465 -2.330700 -0.181275 -0.19 1.23 -0.49
Li -2.554528 0.452539 1.317382 0.27 0.02 -1.92
H 0.441117 -0.008546 1.220549 -0.49 0.17 -0.21
H 2.962345 -0.193476 -0.488031 0.13 0.03 -0.19

***

Record 7
58
Properties=species:S:1:pos:R:3:forces:R:3 method="wB97M-V/def2-TZVPD" lumo_ev=-0.14 e_tot_ha=-1623.84655 molar_mass_g_mol=350.428 gap_ev=8.92
S -2.098117 -2.948030 -2.093742 -0.54 0.79 0.21
O 1.419407 0.353348 -2.914244 0.10 -0.08 0.07
O -1.111515 -0.339028 -4.696025 -0.69 0.43 -0.30
O 2.339818 2.909414 -2.579426 -0.02 0.37 0.07
O -1.119798 -1.088932 3.667014 0.08 -0.04 0.42
O 0.178972 2.089484 1.367052 0.78 -0.45 0.41
O 2.513753 -0.512547 4.424193 0.10 -0.19 -0.45
O 0.464595 4.204496 -1.026104 0.24 -0.17 -0.51
O -0.963835 1.886200 -3.135497 -0.62 0.10 0.79
O -1.484712 -3.797480 3.598625 -0.42 -0.24 0.10
O -0.911983 1.563892 3.719907 0.42 -0.01 1.17
O 0.664752 -2.272708 -3.201896 0.36 -0.04 -0.70
O -1.868750 3.400718 0.216079 0.68 -0.23 -0.02
N -1.522329 0.007461 -0.382294 -0.94 0.03 0.58
N 0.871180 -1.163002 1.325982 -1.19 -0.02 -0.25
C 2.856546 -0.301658 -0.100161 -0.44 -0.15 1.51
C 0.019987 -1.830411 0.286463 1.02 0.43 0.24
C -2.365334 -2.325106 -0.378703 0.56 -0.57 0.20
C 2.293066 -1.270655 0.981411 -0.56 0.23 -0.62
C -1.426408 -1.296835 0.223571 1.69 -0.10 -0.80
H 0.061576 -2.892784 0.531951 -0.17 -0.18 -0.19
H 0.158811 1.815789 2.307341 -0.31 0.18 -0.75
H -0.384482 -1.536093 3.211966 0.12 0.36 -0.22
H -1.579304 -2.953201 4.070276 0.25 -0.31 -0.34
H -2.164983 -3.242751 0.173818 -0.76 0.09 0.43
H 0.706766 0.894562 -2.539057 -0.05 -0.10 -0.20
H -0.170876 -0.525392 -4.760956 0.05 -0.27 0.28
H 2.681147 -0.924456 3.566311 0.44 -0.11 0.30
H 2.888408 -0.855295 -1.028765 0.03 0.46 -0.38
H -0.253722 2.026673 4.258475 -0.27 0.29 -0.03
H -2.417708 3.363717 -0.569630 -0.59 0.11 0.32
H -0.298649 2.409462 -3.582090 -0.12 -0.06 -0.41
H 0.342646 5.018783 -0.537672 -0.18 -0.04 0.19
H -1.484156 -0.939421 -4.040220 0.46 -0.39 -0.02
H -3.373290 -1.941350 -0.302247 -0.26 -0.36 0.13
H -1.635734 -1.210975 1.286445 -0.84 0.06 -0.05
H -2.264117 3.787695 0.996268 -0.78 0.25 -0.34
H 0.584679 -0.186241 1.375142 0.26 0.07 -0.19
H 1.774317 3.155452 -3.317763 0.23 -0.04 -0.19
H 2.217820 0.849078 -2.677642 -0.17 0.00 -0.09
H 2.386203 -2.235683 0.497388 0.38 -0.62 0.75
H -1.106081 0.711281 0.202866 0.29 0.33 -0.32
H 0.545398 -1.647724 -0.653549 -0.40 -0.21 -0.38
H -0.990527 0.717109 4.203790 -0.09 0.05 -0.49
H -1.314821 0.104739 -1.364247 0.31 -0.19 0.08
H 1.010959 -1.381926 -3.018932 0.13 -0.07 0.31
H -0.576291 -3.877833 3.300656 0.10 0.13 0.16
H -1.638415 -0.712033 2.948854 -0.09 -0.06 0.02
H 2.802037 -1.210171 1.933171 0.74 -0.18 -0.27
H -0.648643 2.555223 1.221501 -0.04 -0.08 -0.07
H -3.202652 -2.365449 -2.590664 0.17 -0.12 -0.12
H -0.228687 3.584563 -0.748105 0.30 0.47 0.19
H 3.849803 0.016643 0.210095 0.15 -0.05 -0.25
H 2.223975 0.586160 -0.115499 0.04 0.04 -0.44
H 1.990296 3.491003 -1.880132 0.00 -0.22 0.12
H 1.613798 -0.239515 4.264705 -0.66 0.32 0.34
H -1.350509 1.238725 -3.762904 0.73 0.23 -0.14
H 0.495713 -2.716985 -2.373145 0.01 0.10 0.12

***

Record 8
17
Properties=species:S:1:pos:R:3:forces:R:3 method="wB97M-V/def2-TZVPD" lumo_ev="-5.63 / -5.63" total_charge=+1 e_tot_ha=-326.08760 molar_mass_g_mol=100.141 gap_ev="7.18 / 7.19"
O 2.514761 0.020359 -0.695771 -0.46 -2.10 -0.72
N -0.562898 -0.563411 -0.982579 2.55 -0.14 3.03
C -0.533793 2.425885 1.592528 1.58 -3.04 0.17
C -0.590375 1.388665 0.565211 0.04 2.46 1.04
C -1.288670 -1.622297 -0.320669 -0.30 -1.92 -1.86
C -0.538484 0.620278 -0.328472 -0.33 -1.48 -1.00
C 1.826577 -1.091627 -0.557552 -0.82 2.41 -1.25
H -0.771887 -0.488572 -1.904829 -0.72 0.15 -3.38
H 1.450952 -1.126506 0.444716 -0.07 -0.61 0.45
H -1.160755 -1.679345 0.717281 1.00 0.24 1.50
H -1.138109 1.995499 2.368057 -0.04 0.15 1.01
H 0.543835 2.442860 1.860128 -0.84 0.70 0.35
H -2.349669 -1.373609 -0.382539 -0.21 -0.78 -0.56
H -0.911560 -2.621440 -0.785914 -1.38 1.57 0.73
H 1.521140 -1.840834 -1.334784 1.23 0.76 0.62
H 2.955579 0.196926 -1.569869 -0.65 -0.45 0.63
H -0.966644 3.317170 1.315054 -0.58 2.10 -0.77